The following is a DFT calculation (wB97M-V/def2-TZVPD) of C30H59AsBr2CoNO5Si as an isolated structure.

```
100
Properties=species:S:1:pos:R:3:forces:R:3
Co -0.18263 0.43929 0.54371 1.6 0.1 -0.3
C -0.06996 2.32189 -2.20059 0.1 0.0 0.0
O -0.28612 1.01660 -1.69566 -0.2 0.4 0.3
C -0.07617 -0.00580 -2.63874 0.1 -0.1 0.0
C -0.38853 -1.31852 -1.94587 -0.2 -0.1 -0.1
O 0.09596 -1.38257 -0.60746 0.0 0.5 0.3
C 1.44176 -1.85885 -0.45301 0.1 -0.2 0.1
C 2.46412 -0.78321 -0.73663 -0.1 0.0 -0.1
O 2.02496 0.39488 -0.07324 0.0 0.1 0.0
C 3.07790 1.21359 0.40220 0.1 -0.1 0.0
H -0.75931 2.53651 -3.02221 0.0 0.0 0.0
H 0.95792 2.43551 -2.55898 0.0 0.0 0.0
H -0.24872 3.01602 -1.38221 0.0 0.0 0.0
H 0.94762 0.03666 -3.02638 0.0 0.0 0.1
H -0.75876 0.11113 -3.48983 0.0 0.0 0.0
H 0.01888 -2.14922 -2.52620 0.0 0.0 0.0
H -1.46668 -1.43825 -1.86555 0.0 0.0 0.0
H 1.61077 -2.73341 -1.08607 -0.1 0.0 -0.1
H 1.52097 -2.13782 0.59408 0.0 0.0 0.0
H 2.59051 -0.57253 -1.80371 0.0 0.0 0.0
H 3.42420 -1.12015 -0.33629 0.0 0.0 0.0
H 3.61193 1.68826 -0.42627 0.0 0.0 0.0
H 3.78464 0.62333 0.99164 0.0 0.0 0.0
H 2.62971 1.97146 1.03299 0.0 0.0 0.0
C -5.37178 -2.48932 0.22844 -0.1 0.0 -0.1
C -5.63462 -1.60769 -1.00322 0.2 -0.1 0.1
C -4.45268 -1.81131 -1.97181 -0.1 0.0 0.0
C -6.94421 -2.06752 -1.67840 -0.1 0.2 0.1
Si -5.85715 0.19844 -0.51950 0.3 -0.2 0.2
Br -2.53777 0.26184 0.43462 -1.6 -0.1 -0.2
C -6.02339 1.49494 -1.87379 0.2 0.0 -0.2
C -5.58015 0.97628 -3.25034 0.0 0.0 0.0
C -5.15148 2.72446 -1.55581 -0.1 0.0 0.1
C -7.51022 1.89600 -1.96755 0.0 -0.1 0.1
C -6.46938 0.63204 1.21088 0.3 0.2 0.2
C -7.91308 0.09418 1.30191 0.0 0.0 -0.2
C -6.46839 2.14998 1.45869 -0.1 -0.1 0.0
C -5.61662 0.00835 2.33483 -0.1 0.0 0.0
H -5.23235 -3.51783 -0.11376 0.0 0.0 0.0
H -6.21245 -2.49130 0.92201 0.0 0.0 0.0
H -4.46615 -2.18565 0.75414 0.0 0.0 0.0
H -4.27986 -2.88610 -2.07092 0.0 0.0 0.0
H -3.54187 -1.35758 -1.58279 0.0 0.0 0.0
H -4.65395 -1.41732 -2.96373 0.0 0.0 0.0
H -6.82710 -3.11439 -1.96848 0.0 0.0 0.0
H -7.18002 -1.49940 -2.57942 0.0 0.0 0.0
H -7.80110 -2.00605 -1.00321 0.0 0.0 0.0
H -4.51467 0.74839 -3.27120 0.0 0.0 0.0
H -5.76684 1.76221 -3.98637 0.0 0.0 0.0
H -6.13540 0.09455 -3.56776 0.0 0.0 0.0
H -4.11922 2.43678 -1.35185 0.0 0.0 -0.1
H -5.52086 3.29303 -0.70601 0.0 0.0 0.0
H -5.15413 3.38590 -2.42615 0.0 0.0 0.0
H -8.14407 1.05230 -2.25301 0.0 0.0 0.0
H -7.60981 2.66337 -2.73893 0.0 0.0 0.0
H -7.89870 2.31100 -1.03894 0.0 0.0 0.0
H -8.57071 0.51673 0.53744 0.0 0.0 0.0
H -8.31897 0.37457 2.27686 0.0 0.0 0.0
H -7.95476 -0.99399 1.22750 0.0 0.0 0.0
H -7.10856 2.69861 0.77045 0.0 0.0 0.0
H -5.45962 2.55911 1.41000 0.0 0.0 0.0
H -6.84936 2.32800 2.46723 0.0 0.0 0.0
H -5.69514 -1.07364 2.37285 0.0 0.0 0.0
H -5.98147 0.39991 3.28799 0.0 0.0 0.0
H -4.56388 0.26955 2.23962 0.0 0.0 0.0
Br 4.42005 2.65244 5.79886 0.0 0.0 0.0
C 3.08730 1.32625 5.60513 0.0 0.1 0.0
C 2.28284 0.98041 6.67921 0.0 -0.1 0.0
N 1.32293 0.06731 6.57162 0.0 0.0 0.0
C 1.12369 -0.50712 5.38891 0.0 0.0 0.1
C 1.86524 -0.19987 4.25440 -0.1 0.0 0.0
C 2.88378 0.73075 4.37474 0.1 -0.1 0.0
C 1.50746 -0.77240 2.89979 0.0 0.0 0.1
O 2.08725 -1.76262 2.47900 0.1 0.0 0.0
O 0.58208 -0.08869 2.32921 -0.2 0.0 -0.1
H 2.41389 1.44955 7.64661 0.0 0.0 0.0
H 0.33404 -1.24928 5.34533 0.0 0.0 0.0
H 3.50441 0.99551 3.52776 0.0 0.0 0.0
C -2.82790 3.82015 0.85967 0.0 0.1 0.0
C -1.45305 4.13444 1.42704 0.0 0.0 -0.3
As -0.40031 2.55285 1.90500 -0.3 -0.5 0.1
C -1.43633 1.86769 3.41449 -0.1 0.0 0.3
C -1.60124 2.80889 4.60409 0.0 0.0 -0.1
C 1.05115 3.46950 2.83522 0.3 0.0 -0.2
C 1.91485 4.38644 1.96914 -0.1 0.0 0.1
H -3.37687 4.73970 0.64663 0.0 0.0 0.0
H -3.41434 3.22582 1.56181 0.0 0.0 0.0
H -2.74044 3.24803 -0.06170 0.0 0.0 0.0
H -1.53243 4.73244 2.33619 0.1 0.0 0.0
H -0.87328 4.71620 0.70805 0.0 0.0 0.0
H -0.92991 0.95384 3.71680 0.0 0.0 -0.1
H -2.40797 1.57193 3.01874 0.0 0.0 -0.1
H -0.65251 2.99988 5.10487 0.0 0.0 0.0
H -2.26474 2.35267 5.33962 0.0 0.0 0.0
H -2.03906 3.76857 4.32115 0.0 0.0 0.0
H 1.65136 2.70671 3.33076 0.0 0.0 0.0
H 0.57316 4.06007 3.61646 -0.1 -0.1 0.0
H 2.46611 3.84563 1.20385 0.0 0.1 0.0
H 2.64377 4.90328 2.59376 0.0 0.0 0.0
H 1.31372 5.14656 1.46833 0.0 0.0 0.0
```
Positions in Å, forces in eV/Å.

Properties
**Charge**: +1
**2S+1**: 2
**Orbital gap (alpha / beta)**: 7.11 / 7.16 eV
**E_LUMO (alpha / beta)**: -0.1334 / -0.1317 Ha

The following is a DFT calculation (wB97M-V/def2-TZVPD) of C30H59B2ClI2N2O7 as an isolated structure.

```
103
Properties=species:S:1:pos:R:3:forces:R:3
C 5.46208 -4.43979 -0.86616 0.2 -0.1 0.4
C 6.05275 -3.14851 -0.33031 -0.4 -0.2 -0.2
O 5.62525 -2.05235 -1.11557 0.5 0.0 0.2
B 5.53584 -0.79539 -0.47346 0.0 0.2 -0.1
O 6.58411 0.06210 -0.75184 0.0 0.0 0.5
B 4.12603 -0.42801 0.51984 -0.5 -0.9 -0.1
C 4.37305 -0.38247 2.16878 0.4 0.7 -0.5
I 3.35791 1.34286 3.04814 -0.2 -0.2 0.1
C 5.79366 -0.44269 2.70915 -0.2 -0.2 0.7
C 5.86958 -0.71991 4.20979 0.5 -0.1 -0.1
I 6.98220 1.31916 2.36107 0.1 0.0 -0.2
O 3.21019 -1.65857 0.33433 0.2 0.3 -0.1
C 2.20228 -1.39027 -0.59368 0.0 -0.3 0.2
C 2.35959 -2.41317 -1.74303 -0.1 0.0 -0.5
C 1.25276 -2.43244 -2.75774 -0.1 0.1 0.1
N 1.35868 -2.37032 -4.01856 0.0 0.0 -0.1
C 0.84425 -1.72807 0.11187 0.2 0.1 0.2
C 0.90355 -1.64573 1.64549 -0.5 0.0 0.1
C 1.31545 -2.97562 2.24655 -0.1 0.0 -0.4
Cl 1.42518 -2.89139 4.02874 0.1 0.0 0.1
C 2.42569 0.15428 -1.01220 0.0 -0.4 0.2
C 3.09162 0.27652 -2.39657 -0.1 0.3 -0.1
C 3.50766 1.68378 -2.86561 0.2 -0.1 0.0
C 4.48774 2.48019 -1.98357 -0.2 0.2 0.0
C 3.77945 3.54629 -1.17079 -0.2 -0.3 0.1
O 4.72706 4.32709 -0.47842 0.1 0.2 -0.2
C 4.11671 5.24755 0.38764 -0.2 -0.2 0.0
C 1.11284 0.96289 -1.03933 0.1 -0.2 -0.2
C 0.72477 1.47922 0.32439 -0.3 0.3 -0.3
O -0.51494 2.29652 0.23585 0.2 0.0 0.0
C -1.60401 1.52839 0.27615 0.1 0.1 0.2
C -2.25590 1.43977 1.63593 -0.1 0.1 0.0
O -2.05271 0.97044 -0.69070 -0.5 -0.2 -0.3
O 3.24573 0.64016 0.01646 0.1 0.4 0.0
H 4.38145 -4.45026 -0.72275 0.0 0.1 -0.2
H 5.87556 -5.27724 -0.29416 0.0 0.0 -0.1
H 5.72275 -4.58757 -1.91478 -0.1 0.1 0.0
H 5.72947 -3.03059 0.71254 0.1 0.1 0.0
H 7.14847 -3.21874 -0.35082 0.0 0.1 0.1
H 7.41336 -0.42289 -0.85936 -0.1 0.1 -0.5
H 3.85557 -1.24193 2.60557 -0.1 0.1 0.0
H 6.30608 -1.26613 2.20463 0.1 0.2 -0.2
H 6.91078 -0.88407 4.49906 0.0 0.0 0.0
H 5.31937 -1.63664 4.44257 -0.2 0.1 0.1
H 5.50682 0.12483 4.79318 -0.2 -0.1 0.0
H 2.37075 -3.39944 -1.26409 0.0 0.1 0.1
H 3.31096 -2.31019 -2.26411 0.1 0.0 0.2
H 0.23230 -2.50809 -2.37089 0.0 0.0 0.0
H 2.34538 -2.28772 -4.27531 0.0 0.0 0.0
H 0.58956 -2.76454 -0.14232 0.0 0.0 0.0
H 0.00080 -1.13381 -0.24074 0.1 0.0 -0.1
H -0.10726 -1.42427 2.01803 0.1 0.0 0.0
H 1.54773 -0.84452 2.00682 0.1 -0.1 -0.1
H 2.26942 -3.29953 1.83677 0.1 0.1 0.2
H 0.56138 -3.73232 2.02307 0.1 0.0 0.0
H 2.35930 -0.08988 -3.12375 0.1 -0.1 -0.1
H 3.96438 -0.37593 -2.47466 0.0 0.0 0.2
H 3.98801 1.54480 -3.83910 -0.1 -0.1 0.0
H 2.62263 2.29604 -3.07504 0.0 0.0 0.0
H 5.01000 1.83046 -1.28848 0.2 0.0 -0.1
H 5.22088 2.98932 -2.61584 0.0 -0.1 0.0
H 3.15518 4.17995 -1.82472 0.1 0.1 0.0
H 3.11293 3.05644 -0.44794 0.0 0.0 0.0
H 3.33740 5.82496 -0.13223 0.1 0.1 0.0
H 3.63680 4.72874 1.22943 0.1 0.0 0.0
H 4.88524 5.92268 0.76053 0.0 0.0 0.0
H 0.33413 0.32720 -1.46665 -0.1 0.2 0.0
H 1.18771 1.82687 -1.70262 0.1 0.0 0.1
H 0.51650 0.69453 1.04744 0.3 0.0 0.1
H 1.47380 2.16146 0.70847 0.0 -0.1 0.1
H -2.59478 0.42054 1.82052 0.0 0.0 0.0
H -1.58163 1.78041 2.41731 0.0 -0.1 0.0
H -3.12551 2.10539 1.63427 0.0 0.0 0.0
C -9.52634 0.59381 1.79305 0.0 -0.1 0.0
C -8.70388 -0.62361 1.37769 0.0 0.1 0.0
C -7.18325 -0.44424 1.48947 -0.1 -0.2 0.0
C -6.54304 0.83331 0.96337 0.0 0.0 0.1
N -6.42803 1.07482 -0.53157 0.1 0.2 -0.1
C -5.25486 0.33732 -1.13432 0.1 -0.3 0.0
C -5.78488 -1.03840 -1.49770 -0.1 0.0 0.1
C -7.26941 -0.80708 -1.84951 0.0 -0.1 0.1
C -7.59340 0.61372 -1.37043 -0.1 0.0 -0.1
C -6.22365 2.54519 -0.70892 0.0 -0.1 0.1
H -9.23468 1.50363 1.26296 0.0 0.0 0.0
H -10.58179 0.42989 1.57947 0.0 0.0 0.1
H -9.43141 0.79061 2.86175 0.0 0.0 0.0
H -8.99239 -0.94135 0.37522 0.0 0.0 0.0
H -8.97104 -1.46117 2.02382 0.0 0.0 0.0
H -6.67508 -1.32507 1.09830 0.0 0.0 0.0
H -6.93992 -0.43234 2.55604 0.1 0.1 0.0
H -5.51526 0.88446 1.32186 0.0 0.0 0.0
H -7.05952 1.69893 1.37471 -0.1 0.0 -0.1
H -4.96268 0.89213 -2.02407 0.0 0.0 0.0
H -4.42173 0.33776 -0.43502 0.1 0.1 -0.1
H -5.68890 -1.72289 -0.65858 0.0 0.0 0.0
H -5.21757 -1.47073 -2.31785 0.0 0.1 0.0
H -7.90586 -1.55746 -1.38589 0.0 0.0 0.1
H -7.43959 -0.87185 -2.92201 0.0 0.0 0.0
H -8.51603 0.73014 -0.81093 0.0 0.0 0.1
H -7.63344 1.29074 -2.22128 0.0 0.0 0.0
H -5.33968 2.84397 -0.15003 0.0 0.0 0.0
H -7.10109 3.06896 -0.33756 0.0 0.0 0.0
H -6.08135 2.75604 -1.76457 0.0 0.0 0.0
```
Positions in Å, forces in eV/Å.

Properties
**Charge**: 0
**Orbital gap**: 5.63 eV
**E_LUMO**: -0.0314 Ha

Calculated maximum force, 1.6; 1.1 eV Å⁻¹ (same order as the records).